Entry 1:
Here is a cluster of 6 separate species, C15H18F3N3O9 in total from the Open Molecules 2025 dataset. Energies are from ωB97M-V/def2-TZVPD.

The calculation puts the LUMO energy at 0.288 eV. Its total charge is 0. As for the HOMO energy: -11.357 eV. For the total energy, the calculation gives -46896.2675 eV. The energy relative to the best compared isomer or geometry (same formula, charge and spin) is 42.51 kJ/mol. As for the SMILES: O=C1OC[C@@H](F)O1.O=C1OC[C@@H](F)O1.O=C1OC[C@@H](F)O1.CC#N.CC#N.CC#N.

Cartesian coordinates (Å):
C -5.0463 2.4046 -1.4402
C -5.3815 3.7541 -0.8201
O -4.1140 4.0940 -0.2097
C -3.4483 2.9996 0.0915
O -2.5327 3.0102 0.7982
O -3.9717 1.9702 -0.6143
F -6.3896 3.6154 0.1187
H -4.5532 2.4980 -2.4409
H -5.8643 1.6973 -1.5345
H -5.6127 4.5031 -1.5760
C -0.8862 -2.6651 2.1575
C 0.4553 -3.3215 2.2137
O 0.1796 -4.4743 2.9540
C -1.0225 -4.3582 3.6006
O -1.3143 -5.1948 4.4070
O -1.6196 -3.2369 3.2765
F 1.3328 -2.5183 2.9190
H -1.3204 -3.0176 1.2801
H -0.8177 -1.5814 2.1461
H 0.8593 -3.5729 1.2920
C -0.8308 -0.3044 -2.3019
C -0.3424 1.1554 -2.7375
O -1.4886 1.6292 -3.4190
C -2.4648 0.6526 -3.5549
O -3.5429 0.9192 -4.0678
O -2.1387 -0.4638 -2.8595
F 0.6568 1.0203 -3.6691
H -0.9038 -0.3490 -1.1916
H -0.0712 -0.9862 -2.7047
H 0.1153 1.7695 -1.9835
C 3.8521 0.5114 -1.8832
C 2.8608 -0.3966 -1.2934
N 2.1318 -1.1195 -0.7880
H 3.9393 0.2147 -2.9371
H 4.8009 0.3724 -1.3543
H 3.5727 1.5490 -1.7266
C 6.3625 -2.7861 1.6447
C 6.4741 -1.8044 0.5905
N 6.6394 -0.9961 -0.2042
H 6.1557 -3.7396 1.1537
H 5.5600 -2.5241 2.3241
H 7.2912 -2.9449 2.1521
C 0.2698 1.9539 2.5098
C 0.7853 2.0857 1.1373
N 1.2336 2.3002 0.0985
H -0.2526 2.8629 2.7764
H 0.9738 1.5130 3.2267
H -0.5712 1.3000 2.4432

Entry 2:
Here is an isolated molecule of C15H18N2O4S from the Open Molecules 2025 dataset. Energies are from ωB97M-V/def2-TZVPD.

The calculation puts the LUMO energy at 0.146 eV. Its total charge is 0. As for the HOMO energy: -8.348 eV. For the total energy, the calculation gives -37849.3320 eV. The energy relative to the best compared isomer or geometry (same formula, charge and spin) is 455.62 kJ/mol. As for the SMILES: CNC(=O)c1sc(-c2cc(OC)c(OC)c(OC)c2)nc1C.

Cartesian coordinates (Å):
O 5.0993 0.7126 -1.1835
N 0.7062 1.3099 -1.1148
O -2.0268 -3.6012 0.8721
O -4.1660 0.6352 -0.3391
O -4.3257 -2.0230 0.5786
S 2.2238 0.0804 0.6462
C 4.3432 1.4157 -0.4985
C 0.6331 0.2849 -0.2660
C 2.9013 1.3159 -0.3953
C 1.9926 1.8026 -1.2566
C -0.6448 -1.6238 0.3862
C -1.8110 0.4951 0.0502
C -1.9481 -2.2055 0.6041
C -3.0643 -0.1021 0.1096
C -3.0961 -1.4641 0.4085
C -0.6395 -0.2318 0.0690
N 5.0205 2.3519 0.2211
C -0.9918 -4.2721 1.5058
C -4.5920 1.5338 0.7189
C -4.7709 -3.0786 -0.3759
C 2.4092 2.8707 -2.1628
C 6.4833 2.5484 0.3462
H 0.3043 -2.2200 0.4169
H -1.6879 1.5734 0.0015
H 4.4202 2.7577 0.9396
H -0.1638 -4.6013 0.9124
H -1.4425 -5.1337 2.0200
H -0.6623 -3.5690 2.2974
H -3.8395 2.3265 0.7737
H -5.6282 1.8997 0.5290
H -4.5872 0.9309 1.6200
H -4.2067 -4.0435 -0.2492
H -4.4569 -2.6931 -1.3502
H -5.8083 -3.2049 -0.4584
H 2.3090 2.4070 -3.1424
H 3.4631 3.2636 -2.0348
H 1.7350 3.6998 -2.2837
H 7.0479 1.6711 -0.0971
H 6.7499 2.7506 1.3868
H 6.7184 3.4300 -0.2055

Entry 3:
Here is an isolated molecule of C15H18N4O3 from the Open Molecules 2025 dataset. Energies are from ωB97M-V/def2-TZVPD.

The calculation puts the LUMO energy at 0.511 eV. Its total charge is 0. As for the HOMO energy: -8.994 eV. For the total energy, the calculation gives -27948.5640 eV. The energy relative to the best compared isomer or geometry (same formula, charge and spin) is 273.67 kJ/mol. As for the SMILES: N[C@@H](Cc1ccccc1)C(=O)N[C@@H](Cc1c[nH]cn1)C(=O)O.

Cartesian coordinates (Å):
C 2.0604 2.1881 -0.5658
C 0.6942 1.7329 0.0488
C 3.4270 1.5380 -0.2029
C 3.4398 0.0769 0.0745
C 3.5268 -0.4023 1.4293
C 3.3146 -0.8496 -0.9202
C 3.7060 -1.7738 1.7380
C 3.3810 -2.2282 -0.5822
C 3.7747 -2.6622 0.7044
C -0.9156 -0.1000 -0.0380
C -1.0071 -1.5391 -0.6892
C -2.1293 0.6418 -0.4982
C -3.5131 0.1291 0.0696
C -4.2992 0.9572 0.8456
C -5.4173 -0.8159 0.3829
H 1.6670 4.0577 0.1902
H 3.0223 3.9269 -0.5533
H 1.9428 1.9255 -1.7237
H 3.7095 1.9992 0.7043
H 4.1239 1.7850 -0.9964
H 3.4014 0.2782 2.2835
H 3.2123 -0.5921 -2.0209
H 4.0712 -2.0611 2.7070
H 3.4637 -2.9301 -1.4423
H 4.0071 -3.7318 0.9936
H 1.1403 -0.0830 -0.5065
H -0.8323 -0.2742 1.0856
H -2.2256 1.6255 -0.0402
H -2.0643 0.7147 -1.5667
H -4.3110 2.0206 1.2020
H -6.3123 -1.4248 0.1804
H -6.3364 0.7806 1.3326
H -2.8471 -1.1891 -1.4811
N 2.0735 3.6543 -0.6749
N 0.3289 0.5459 -0.5065
N -4.2394 -1.0036 -0.2304
N -5.4565 0.3303 1.0499
O 0.1096 2.4061 0.8722
O -0.4732 -2.5278 -0.2368
O -1.8909 -1.4874 -1.7098

Entry 4:
Here is an isolated molecule of C15H18N4O3 from the Open Molecules 2025 dataset. Energies are from ωB97M-V/def2-TZVPD.

The calculation puts the LUMO energy at 0.227 eV. Its total charge is 0. As for the HOMO energy: -8.756 eV. For the total energy, the calculation gives -27950.8590 eV. The energy relative to the best compared isomer or geometry (same formula, charge and spin) is 52.24 kJ/mol. As for the SMILES: N[C@@H](Cc1ccccc1)C(=O)N[C@@H](Cc1c[nH]cn1)C(=O)O.

Cartesian coordinates (Å):
C -1.4472 1.0952 0.2728
C -1.8942 -0.3925 0.3884
C -0.5937 1.3314 -0.9985
C -1.2254 0.9797 -2.3068
C -0.9880 -0.3294 -2.8147
C -2.0843 1.7995 -3.0399
C -1.6901 -0.7883 -3.9199
C -2.6775 1.3747 -4.2227
C -2.4812 0.0537 -4.6714
C 0.4392 -1.3011 0.9781
C 1.1117 -2.5703 0.3073
C 0.7407 -1.1341 2.4893
C 1.9830 -0.3346 2.7298
C 2.1779 0.6687 3.6254
C 4.0223 0.2660 2.5435
H 0.2302 1.2074 1.5806
H -1.3103 1.6239 2.1809
H -2.4025 1.6078 0.1398
H -0.3246 2.3915 -1.0187
H 0.3518 0.7848 -0.8744
H -0.3046 -1.0367 -2.2765
H -2.2481 2.8240 -2.7084
H -1.5409 -1.8316 -4.2058
H -3.2944 2.0588 -4.8027
H -2.9046 -0.2585 -5.6348
H -1.3823 -2.2744 0.6666
H 0.9463 -0.4376 0.5116
H -0.0682 -0.5463 2.9298
H 0.8080 -2.1367 2.9538
H 1.4745 1.2242 4.2282
H 5.0835 0.2773 2.2911
H 3.9529 1.6893 4.0826
H 2.7831 -1.8705 0.8277
N -0.6877 1.6671 1.3562
N -0.9575 -1.3498 0.7046
N 3.1457 -0.5616 2.0127
N 3.4715 1.0653 3.4590
O -3.0268 -0.7942 0.1130
O 0.4051 -3.4102 -0.1867
O 2.4069 -2.6318 0.3090

Entry 5:
Here is a structure of composition C15H18N4O8P2Se4V from the Open Molecules 2025 dataset. Energies are from ωB97M-V/def2-TZVPD.

The calculation puts the LUMO energy (spin up / spin down) at 3.691 / 3.682 eV. Its total charge is -2. As for the HOMO energy (spin up / spin down): -0.191 / -0.436 eV. For the total energy, the calculation gives -343844.3654 eV. The energy relative to the best compared isomer or geometry (same formula, charge and spin) is 339.39 kJ/mol. The spin multiplicity is 4.

Cartesian coordinates (Å):
V 0.5445 -0.3093 0.6262
O -3.7258 -0.4167 -2.9130
C -2.7711 -0.3995 -3.8542
C -3.1611 -0.4789 -5.1940
C -2.2132 -0.5083 -6.2025
C -0.8593 -0.4224 -5.8961
C -0.4711 -0.3145 -4.5682
C -1.4015 -0.3233 -3.5370
C -0.8941 -0.2644 -2.1237
O 0.3289 -0.1404 -1.9112
N -1.8582 -0.3875 -1.1935
N -1.3588 -0.3961 0.0696
C -1.9911 -1.0810 1.0012
C -1.4566 -1.0070 2.3180
C -2.0637 -1.5818 3.4499
C -1.5629 -1.3188 4.6936
C -0.4722 -0.4021 4.8057
C 0.1095 0.0867 3.6715
N -0.2802 -0.2705 2.4248
H -3.2324 -0.4000 -2.0267
H -4.2216 -0.5267 -5.4115
H -2.5358 -0.6027 -7.2341
H -0.1157 -0.4401 -6.6838
H 0.5708 -0.2135 -4.2920
H -2.8961 -1.6305 0.7614
H -2.9097 -2.2399 3.2932
H -1.9932 -1.7716 5.5786
H -0.1063 -0.0759 5.7705
H 0.9293 0.7912 3.7195
Se 0.9405 1.7633 0.3534
Se -0.8576 2.7950 -0.4561
Se 2.4164 6.2982 -0.0009
Se 1.3963 4.2125 0.0506
N 2.4243 -2.7361 3.1173
C 2.6114 -2.8223 1.6254
C 3.6004 -3.8910 1.1976
P 3.0546 -1.0935 1.0657
O 4.6801 -1.2080 1.1974
O 2.5301 -0.2228 2.1833
O 2.6849 -0.7897 -0.3398
P 0.8381 -3.1611 1.0006
O 0.9364 -4.5970 0.2537
O 0.1260 -3.4066 2.2905
O 0.4302 -2.1852 -0.0667
H 3.1123 -3.2567 3.6502
H 1.4222 -3.0762 3.2439
H 2.4516 -1.7233 3.3508
H 4.5793 -3.7142 1.6476
H 3.7224 -3.8560 0.1165
H 3.2421 -4.8876 1.4629
H 5.0926 -0.4267 0.8075
H 0.9753 -4.4458 -0.7005

Question: What is the energy relative to the best compared isomer or geometry (same formula, charge and spin) in the second record?
Answer: 455.62 kJ/mol

Question: energy relative to the best compared isomer or geometry (same formula, charge and spin) of number 3 (C15H18N4O3)?
Answer: 273.67 kJ/mol